*i*
{
  "formula": "CHNO2S",
  "method": "the ωB97M-V functional and the def2-TZVPD basis",
  "homo_lumo_gap_ev": 8.46,
  "e_lumo_ev": -1.46,
  "total_charge": 0,
  "smiles": "O=C=NOS",
  "symbols": ["O", "C", "N", "O", "S", "H"],
  "coordinates": [[2.61442, -0.83943, 0.07803], [1.57460, -0.34108, 0.03318], [0.52284, 0.09206, 0.36905], [-0.64943, 0.85592, -0.56278], [-1.95834, 0.75946, 0.22770], [-2.10408, -0.52694, -0.14519]],
  "mulliken_charge": [-0.36, 0.55, -0.29, -0.18, 0.11, 0.17]
}

*ii*
{
  "formula": "CHNO2S",
  "method": "the ωB97M-V functional and the def2-TZVPD basis",
  "homo_lumo_gap_ev": [6.88, 7.36],
  "e_lumo_ev": [-3.23, -2.96],
  "total_charge": 0,
  "symbols": ["C", "N", "O", "O", "S", "H"],
  "coordinates": [[-1.76829, -0.24843, 0.06849], [-0.73500, -0.33739, -0.48945], [-2.94368, -0.36247, 0.32989], [2.39689, 1.20877, 0.40399], [1.36994, 0.54107, -0.41194], [1.68013, -0.80155, 0.09902]],
  "mulliken_charge": [0.58, -0.52, -0.48, -0.38, 0.56, 0.24]
}

Computed stability ranking, most favorable first: *ii*, *i*

*i*
{
  "formula": "C3H2N2O3",
  "method": "the ωB97M-V functional and the def2-TZVPD basis",
  "homo_lumo_gap_ev": 9.66,
  "e_lumo_ev": -0.86,
  "total_charge": 0,
  "symbols": ["C", "C", "C", "H", "H", "N", "N", "O", "O", "O"],
  "coordinates": [[1.83459, -0.60871, -0.04850], [-1.69855, 0.41514, 0.01882], [-0.28204, 0.95112, 0.24818], [2.20122, -1.63895, -0.83872], [-2.73129, 0.86951, -0.33569], [0.39917, -0.17841, 1.03697], [-1.68927, -0.83698, -0.25725], [2.61494, 0.29092, -0.10435], [-0.51467, -1.40402, 0.24354], [-0.13410, 2.14038, 0.03698]],
  "mulliken_charge": [0.22, -0.08, 0.49, 0.33, 0.32, -0.17, -0.14, -0.31, -0.20, -0.46]
}

*ii*
{
  "formula": "C3H2N2O3",
  "method": "the ωB97M-V functional and the def2-TZVPD basis",
  "homo_lumo_gap_ev": 9.05,
  "e_lumo_ev": -1.00,
  "total_charge": 0,
  "smiles": "O=C1ON=N/C1=C\\O",
  "symbols": ["O", "C", "O", "N", "N", "C", "C", "O", "H", "H"],
  "coordinates": [[-1.35782, 1.82860, 0.00756], [-1.30625, 0.59584, -0.07848], [-2.41028, -0.18365, -0.10567], [-1.94656, -1.55046, 0.01732], [-0.72008, -1.59563, 0.01971], [-0.12741, -0.33014, 0.01583], [1.13402, 0.23818, -0.00090], [2.26891, -0.47392, -0.10188], [1.50282, 1.28003, 0.21717], [2.96264, 0.19115, 0.00932]],
  "mulliken_charge": [-0.60, 0.84, -0.17, -0.11, -0.24, -0.07, 0.05, -0.40, 0.32, 0.36]
}

Computed stability ranking, most favorable first: *ii*, *i*

*i*
{
  "formula": "C3H2N2O3",
  "method": "the ωB97M-V functional and the def2-TZVPD basis",
  "homo_lumo_gap_ev": 9.03,
  "e_lumo_ev": -1.07,
  "total_charge": 0,
  "smiles": "O=C1ON=N/C1=C\\O",
  "symbols": ["O", "C", "O", "N", "N", "C", "C", "O", "H", "H"],
  "coordinates": [[-1.65290, 1.67292, -0.16323], [-1.36639, 0.51742, 0.02869], [-2.34066, -0.40864, 0.00002], [-1.67602, -1.71636, -0.04775], [-0.44206, -1.55371, -0.08191], [-0.09252, -0.24668, -0.08998], [1.08931, 0.40244, 0.04877], [2.21838, -0.38427, -0.14552], [1.27485, 1.52617, 0.27636], [2.98801, 0.19071, 0.17455]],
  "mulliken_charge": [-0.57, 0.72, -0.17, -0.13, -0.19, 0.09, -0.03, -0.42, 0.34, 0.36]
}

*ii*
{
  "formula": "C3H2N2O3",
  "method": "the ωB97M-V functional and the def2-TZVPD basis",
  "homo_lumo_gap_ev": 9.40,
  "e_lumo_ev": -0.90,
  "total_charge": 0,
  "smiles": "O=C1N=CO/C1=N\\O",
  "symbols": ["O", "C", "N", "C", "O", "C", "N", "O", "H", "H"],
  "coordinates": [[-0.10349, 1.47992, -1.77698], [0.33890, 0.77478, -0.91564], [1.66006, 0.56194, -0.66313], [1.72494, -0.22819, 0.38041], [0.57779, -0.66552, 0.84796], [-0.37285, -0.08720, 0.10155], [-1.61335, -0.31682, 0.24944], [-1.76238, -1.13641, 1.32322], [2.54996, -0.51425, 0.97804], [-2.71822, -1.38185, 1.36628]],
  "mulliken_charge": [-0.49, 0.41, -0.51, 0.12, -0.32, 0.80, -0.45, -0.35, 0.42, 0.38]
}

Computed stability ranking, most favorable first: *ii*, *i*

*i*
{
  "formula": "C2H2N2S3",
  "method": "the ωB97M-V functional and the def2-TZVPD basis",
  "homo_lumo_gap_ev": [6.99, 6.65],
  "e_lumo_ev": [-0.66, -0.77],
  "total_charge": 0,
  "symbols": ["C", "C", "N", "N", "S", "S", "S", "H", "H"],
  "coordinates": [[-0.06953, 1.04535, 0.52099], [-1.80490, -0.98518, -0.08782], [1.06415, 0.56335, 0.05376], [1.28983, -0.64267, -0.31529], [-1.16717, 2.14711, 0.28430], [-0.88930, -1.70017, 0.93382], [-2.67696, -0.38846, -1.24293], [1.97610, 1.01777, 0.21412], [2.27778, -1.05710, -0.36094]],
  "mulliken_charge": [0.26, 0.44, 0.34, -0.84, -0.23, -0.20, -0.23, 0.26, 0.19]
}

*ii*
{
  "formula": "C2H2N2S3",
  "method": "the ωB97M-V functional and the def2-TZVPD basis",
  "homo_lumo_gap_ev": 8.04,
  "e_lumo_ev": -0.74,
  "total_charge": 0,
  "smiles": "S=C1NSC=NS1",
  "symbols": ["S", "C", "N", "S", "C", "N", "S", "H", "H"],
  "coordinates": [[-0.88031, 2.09337, 2.11206], [-0.21016, 0.93469, 1.04297], [-0.21177, 1.20472, -0.33716], [-0.09214, 0.06734, -1.56984], [0.46729, -1.53069, -0.82065], [0.64475, -1.91775, 0.46967], [-0.00319, -0.71447, 1.66567], [-0.47700, 2.22109, -0.93964], [0.76253, -2.35828, -1.62308]],
  "mulliken_charge": [-0.29, 0.28, -0.34, 0.04, 0.01, -0.35, 0.03, 0.34, 0.28]
}

Computed stability ranking, most favorable first: *ii*, *i*